The following is a quantum chemistry calculation of a structure of composition C25H46Cl2O6SeSi3Sr at a distorted geometry, from the OMol25 dataset.

Structure (ORCA input):
```
! RIJCOSX wB97M-V def2-TZVPD def2/J DEFGRID3
* xyz -2 1
Sr -0.87 2.08 0.48
C -2.01 -2.38 1.20
O -1.13 -1.71 0.35
Si 0.16 -2.43 -0.42
C 1.52 -2.67 0.91
C -0.33 -4.27 -0.81
C 0.51 -1.39 -1.91
Si -0.79 -1.50 -3.24
C -2.56 -1.53 -2.51
C -0.79 -3.03 -4.43
C -0.76 -0.09 -4.55
Si 2.29 -1.21 -2.41
C 2.58 -0.02 -3.88
C 3.20 -2.83 -2.96
C 3.43 -0.50 -1.04
H -2.50 -3.21 0.68
H -2.76 -1.67 1.55
H -1.49 -2.79 2.08
H 1.19 -3.30 1.73
H 1.80 -1.71 1.33
H 2.41 -3.12 0.49
H -0.43 -4.91 0.06
H 0.41 -4.72 -1.46
H -1.28 -4.29 -1.35
H -2.81 -2.53 -2.17
H -3.33 -1.22 -3.22
H -2.62 -0.88 -1.65
H -0.77 -3.96 -3.87
H 0.09 -3.02 -5.06
H -1.66 -3.07 -5.09
H -0.34 0.82 -4.14
H -1.75 0.15 -4.93
H -0.14 -0.37 -5.40
H 2.28 -0.48 -4.82
H 3.61 0.29 -3.98
H 1.98 0.87 -3.76
H 2.66 -3.31 -3.77
H 3.22 -3.54 -2.13
H 4.23 -2.68 -3.28
H 3.03 0.43 -0.67
H 4.45 -0.32 -1.38
H 3.49 -1.17 -0.19
Cl 2.00 1.45 2.69
C 3.52 1.00 3.60
Cl 4.27 -0.47 3.00
H 3.26 0.82 4.64
H 4.25 1.80 3.49
O -2.22 3.87 0.44
Se -0.99 4.79 0.97
O -1.49 5.83 2.06
O 0.05 3.67 1.64
O -0.28 5.56 -0.24
C -1.70 2.16 -1.87
C -0.49 3.06 -1.96
O 0.55 2.63 -1.12
C 1.67 3.45 -1.32
C 2.65 3.38 -0.17
H -2.26 2.21 -2.80
H -2.34 2.50 -1.08
H -1.38 1.13 -1.71
H -0.78 4.08 -1.71
H -0.12 3.08 -3.00
H 1.35 4.49 -1.43
H 2.17 3.15 -2.26
H 2.20 3.83 0.71
H 3.54 3.96 -0.43
H 2.93 2.36 0.05
C -0.87 -1.15 6.03
C -0.16 -1.16 4.82
C -0.62 -0.45 3.75
C -1.81 0.30 3.80
C -2.22 1.08 2.68
C -3.46 1.69 2.81
C -4.26 1.58 3.97
C -3.82 0.89 5.06
C -2.57 0.24 5.01
C -2.06 -0.48 6.11
H -0.48 -1.69 6.89
H 0.76 -1.74 4.75
H -0.10 -0.46 2.79
H -3.84 2.30 2.00
H -5.22 2.08 3.99
H -4.41 0.84 5.97
H -2.62 -0.48 7.04
*
```

The gap between HOMO and LUMO is 0.2246 hartree. For the energy above the lowest of the compared OMol25 structures with the same formula, charge and spin, the calculation gives 339.7 kJ/mol. The LUMO energy comes out at 4.036 eV. Its HOMO energy is -2.08 eV.